(1)
Density functional theory data (wB97M-V/def2-TZVPD) for 6 unconnected molecules or ions with the total composition H13NO5 in a non-equilibrium geometry.

```
19
Properties=species:S:1:pos:R:3:nbo_charge:R:1
N -2.166 -1.075 1.116 -1.09
H -2.397 -1.879 0.495 0.36
H -2.855 -0.303 0.996 0.37
H -2.376 -1.373 2.067 0.37
O -0.518 -1.814 -1.183 -1.01
H -0.836 -2.760 -1.474 0.48
H -0.980 -1.418 -0.370 0.51
O 2.048 0.524 -3.359 -0.94
H 1.176 0.605 -2.947 0.48
H 1.872 0.552 -4.301 0.47
O 0.413 2.112 -0.034 -0.97
H 0.939 1.402 0.371 0.50
H 0.951 2.439 -0.685 0.46
O 0.065 1.525 2.848 -0.94
H 0.423 2.402 2.602 0.47
H -0.701 1.536 2.265 0.47
O 1.606 -0.459 0.605 -0.96
H 1.413 -1.183 1.204 0.48
H 1.924 -0.833 -0.218 0.49
```

As for the SMILES: N.O.O.O.O.O. Its LUMO energy is 0.01764 Eh. Its energy above the lowest of the compared OMol25 structures with the same formula, charge and spin is 153.2 kJ/mol. The value obtained for the frontier orbital gap is 11.29 eV. As for the total energy: -11938.28722 eV. As for the multiplicity: 1.

=====

(2)
Density functional theory data (wB97M-V/def2-TZVPD) for a molecular structure, C22H62FGaO24PS7.

```
118
Properties=species:S:1:pos:R:3:mulliken_charge:R:1
O 5.472 5.049 0.413 -0.76
P 4.955 3.685 0.163 0.55
O 3.399 3.753 -0.328 -0.37
O 5.611 2.997 -1.166 -0.41
C 5.066 2.470 1.409 -0.67
Ga 6.910 2.513 2.325 0.53
F 7.264 0.755 2.762 -0.51
H 3.147 4.683 -0.398 0.27
H 6.536 3.279 -1.205 0.29
H 4.280 2.676 2.137 0.39
H 4.888 1.485 0.980 0.28
H 8.058 2.996 1.321 -0.31
H 6.824 3.323 3.700 -0.31
O -2.119 4.587 -3.880 -0.73
S -2.291 3.522 -2.936 1.27
O -2.255 3.837 -1.538 -0.66
O -1.255 2.371 -3.249 -0.16
C 0.154 2.739 -3.365 -0.56
C 0.854 2.797 -2.034 -0.23
C -3.745 2.605 -3.275 -0.91
H 0.225 3.671 -3.925 0.40
H 0.578 1.953 -3.982 0.21
H 0.507 3.619 -1.409 0.35
H 1.923 2.916 -2.203 0.30
H 0.698 1.869 -1.487 -0.22
H -3.739 2.293 -4.315 0.29
H -4.592 3.255 -3.065 0.47
H -3.759 1.738 -2.621 0.24
O 3.934 -0.429 -5.239 -0.71
S 3.947 0.997 -5.106 1.15
O 2.740 1.664 -4.722 -0.47
O 4.493 1.629 -6.457 -0.29
C 3.895 1.155 -7.693 -0.39
C 2.551 1.794 -7.961 -0.93
C 5.243 1.515 -4.042 -1.04
H 3.830 0.068 -7.646 0.35
H 4.627 1.425 -8.451 0.28
H 1.803 1.469 -7.240 0.25
H 2.216 1.510 -8.961 0.38
H 2.627 2.880 -7.913 0.26
H 6.168 1.045 -4.362 0.44
H 4.967 1.195 -3.039 0.36
H 5.308 2.599 -4.079 0.32
O -6.093 7.214 2.055 -0.65
S -6.036 8.104 0.933 1.21
O -6.718 7.735 -0.270 -0.60
O -4.534 8.468 0.627 -0.26
C -3.564 7.376 0.550 -0.53
C -3.615 6.646 -0.767 -0.72
C -6.566 9.710 1.419 -0.93
H -3.734 6.714 1.399 0.35
H -2.611 7.880 0.697 0.28
H -4.542 6.085 -0.877 0.31
H -2.785 5.945 -0.837 0.27
H -3.543 7.349 -1.598 0.29
H -6.018 10.005 2.309 0.31
H -7.631 9.633 1.628 0.36
H -6.386 10.397 0.597 0.31
O -4.126 -0.473 -3.804 -0.69
S -3.218 -1.588 -3.838 1.26
O -2.469 -1.808 -5.036 -0.65
O -4.035 -2.902 -3.473 -0.27
C -5.290 -3.113 -4.166 -0.37
C -5.089 -3.665 -5.560 -0.96
C -2.158 -1.568 -2.443 -1.06
H -5.842 -2.173 -4.172 0.31
H -5.819 -3.819 -3.529 0.27
H -4.616 -2.933 -6.213 0.28
H -6.060 -3.934 -5.980 0.39
H -4.461 -4.555 -5.531 0.26
H -2.753 -1.446 -1.542 0.38
H -1.488 -0.720 -2.580 0.35
H -1.591 -2.494 -2.411 0.44
O -1.749 -1.802 0.830 -0.69
S -0.329 -1.999 0.924 1.35
O 0.320 -2.697 -0.147 -0.64
O 0.004 -2.687 2.307 -0.26
C -0.779 -3.852 2.688 -0.41
C -0.318 -5.115 2.001 -0.79
C 0.483 -0.473 1.218 -0.54
H -1.830 -3.640 2.490 0.33
H -0.640 -3.908 3.765 0.27
H -0.524 -5.088 0.932 0.27
H -0.856 -5.955 2.440 0.25
H 0.754 -5.259 2.141 0.27
H 0.003 0.025 2.055 0.36
H 0.374 0.111 0.308 -0.13
H 1.533 -0.668 1.420 0.37
O -2.915 -6.662 3.687 -0.54
S -3.593 -7.884 4.004 1.19
O -3.948 -8.771 2.941 -0.62
O -4.871 -7.544 4.877 -0.31
C -5.732 -6.470 4.401 -0.31
C -6.641 -6.922 3.281 -0.97
C -2.697 -8.770 5.229 -0.98
H -5.100 -5.633 4.106 0.30
H -6.293 -6.184 5.287 0.27
H -6.079 -7.147 2.377 0.30
H -7.352 -6.125 3.061 0.38
H -7.195 -7.814 3.574 0.26
H -2.473 -8.098 6.053 0.31
H -1.784 -9.115 4.750 0.37
H -3.300 -9.613 5.555 0.34
O 4.315 -1.958 5.717 -0.63
S 5.455 -2.737 6.101 1.21
O 5.709 -2.925 7.500 -0.63
O 6.742 -2.215 5.374 -0.27
C 6.995 -0.770 5.325 -0.21
C 7.527 -0.249 6.639 -1.01
C 5.380 -4.316 5.324 -0.94
H 6.081 -0.266 5.017 0.33
H 7.707 -0.650 4.515 0.22
H 6.777 -0.290 7.429 0.29
H 7.827 0.790 6.493 0.38
H 8.395 -0.825 6.961 0.27
H 5.226 -4.170 4.258 0.31
H 4.538 -4.842 5.770 0.35
H 6.309 -4.843 5.521 0.32
```

Its LUMO energy is 0.05373 Eh. The net charge is -1. The value obtained for the frontier orbital gap is 7.50 eV. As for the total energy: -213191.91574 eV. As for the multiplicity: 1.

=====

(3)
Density functional theory data (wB97M-V/def2-TZVPD) for a molecular structure, C4H5CuLi2O2 in a non-equilibrium geometry.

```
14
Properties=species:S:1:pos:R:3:nbo_charge:R:1
O 1.239 -1.950 0.682 -0.96
C 0.617 -1.131 -0.267 0.10
C 0.989 0.475 -0.122 -0.86
Cu 3.015 -1.128 1.301 0.76
Li 0.600 2.115 -1.738 0.86
H 1.102 0.698 0.972 0.16
H 0.832 -1.417 -1.317 0.11
C -0.522 0.741 -0.313 0.08
C -0.884 -0.868 -0.139 -0.47
O -1.156 1.602 0.520 -1.13
H -0.890 0.962 -1.345 0.02
H -1.590 -1.365 -0.830 0.18
H -1.266 -1.058 0.883 0.20
Li -2.087 2.324 1.713 0.97
```

Its LUMO energy (alpha / beta) is -0.02797 / -0.02797 Eh. Its energy above the lowest of the compared OMol25 structures with the same formula, charge and spin is 0.0 kJ/mol. The value obtained for the frontier orbital gap (alpha / beta) is 4.76 / 4.76 eV. As for the total energy: -53368.46665 eV. As for the multiplicity: 1.

=====

(4)
Density functional theory data (wB97M-V/def2-TZVPD) for a molecular structure, C25H21N6PdS.

```
54
Properties=species:S:1:pos:R:3:nbo_charge:R:1
Pd -0.158 0.710 0.248 0.80
C 0.026 -1.284 2.850 -0.26
N 1.004 -0.998 1.809 -0.64
C 2.273 -0.387 2.173 -0.26
C 2.508 0.930 1.465 0.41
N 1.994 1.267 0.307 -0.54
C 2.489 2.550 0.037 0.15
C 2.231 3.392 -1.042 -0.22
C 2.855 4.621 -1.048 -0.20
C 3.718 5.010 -0.005 -0.19
C 3.973 4.184 1.071 -0.23
C 3.335 2.947 1.059 0.09
N 3.324 1.885 1.965 -0.52
C -1.256 -0.491 2.689 0.41
N -1.798 -0.171 1.538 -0.53
C -2.971 0.523 1.864 0.07
C -3.913 1.116 1.027 -0.19
C -4.983 1.747 1.625 -0.21
C -5.123 1.788 3.025 -0.19
C -4.194 1.204 3.863 -0.25
C -3.119 0.576 3.241 0.16
N -1.997 -0.085 3.744 -0.54
H -0.226 -2.344 2.835 0.24
H 0.441 -1.075 3.839 0.20
H 1.140 -1.794 1.211 0.40
H 2.317 -0.206 3.249 0.21
H 3.097 -1.062 1.938 0.23
H 1.564 3.084 -1.838 0.23
H 2.683 5.304 -1.869 0.22
H 4.192 5.982 -0.047 0.23
H 4.636 4.487 1.871 0.23
H 3.867 1.813 2.809 0.43
H -3.800 1.078 -0.049 0.23
H -5.739 2.218 1.010 0.23
H -5.980 2.290 3.455 0.23
H -4.305 1.236 4.939 0.23
H -1.794 -0.269 4.712 0.43
S -1.516 4.752 0.912 0.50
C -0.803 4.194 2.354 -0.39
C -0.322 2.921 2.238 -0.32
C -0.560 2.403 0.938 0.03
C -1.201 3.284 0.111 -0.37
C -1.559 2.963 -1.273 0.20
C -2.168 3.832 -2.167 -0.24
C -2.432 3.385 -3.448 -0.14
C -2.081 2.090 -3.806 -0.26
C -1.476 1.290 -2.853 0.06
N -1.221 1.711 -1.611 -0.50
H -0.763 4.838 3.220 0.25
H 0.177 2.398 3.042 0.22
H -2.427 4.838 -1.861 0.23
H -2.908 4.043 -4.163 0.23
H -2.271 1.706 -4.798 0.24
H -1.187 0.272 -3.082 0.20
```

Its LUMO energy is -0.09864 Eh. The net charge is +1. Its energy above the lowest of the compared OMol25 structures with the same formula, charge and spin is 44.3 kJ/mol. The value obtained for the frontier orbital gap is 7.86 eV. As for the total energy: -49516.94411 eV. As for the multiplicity: 1.

=====

(5)
Density functional theory data (wB97M-V/def2-TZVPD) for 2 unconnected molecules or ions with the total composition C24H27F2N2 in a non-equilibrium geometry.

```
55
Properties=species:S:1:pos:R:3:nbo_charge:R:1
C -2.791 -1.073 2.917 -0.39
C -1.935 0.151 3.229 -0.40
C -0.874 0.406 2.162 -0.43
C 0.408 -0.390 2.397 0.47
N 1.471 0.300 2.625 -0.58
C 2.729 -0.434 2.722 -0.24
C 2.542 -1.787 3.351 -0.43
C 1.504 -2.564 2.572 -0.20
N 0.329 -1.742 2.371 -0.45
C -0.884 -2.450 1.950 -0.21
C -2.014 -2.379 2.972 -0.41
H -3.610 -1.122 3.641 0.22
H -3.225 -0.959 1.915 0.19
H -2.586 1.032 3.295 0.20
H -1.469 0.041 4.220 0.21
H -1.263 0.218 1.150 0.21
H -0.569 1.457 2.216 0.21
H 3.167 -0.583 1.716 0.19
H 3.386 0.200 3.324 0.19
H 3.482 -2.343 3.358 0.22
H 2.196 -1.673 4.384 0.21
H 1.931 -2.865 1.599 0.19
H 1.211 -3.476 3.107 0.21
H -1.234 -2.059 0.981 0.19
H -0.602 -3.502 1.807 0.22
H -1.608 -2.537 3.980 0.21
H -2.698 -3.213 2.774 0.22
F 5.163 6.823 0.050 -0.31
C 4.745 5.744 0.791 0.38
C 5.707 4.937 1.393 -0.18
C 5.258 3.835 2.141 -0.20
C 3.902 3.563 2.258 -0.11
C 2.928 4.386 1.637 -0.17
C 1.538 4.090 1.767 0.10
C 0.552 4.937 1.279 -0.32
C -0.816 4.726 1.375 0.09
C -1.783 5.590 0.781 -0.14
C -1.392 6.715 -0.004 -0.19
C -2.377 7.505 -0.575 0.39
F -1.980 8.578 -1.339 -0.31
C -3.740 7.267 -0.422 -0.18
C -4.125 6.167 0.363 -0.20
C -3.172 5.348 0.953 -0.13
C 3.382 5.514 0.890 -0.16
H 6.762 5.164 1.280 0.26
H 5.982 3.186 2.633 0.24
H 3.542 2.708 2.833 0.24
H 1.245 3.169 2.278 0.26
H 0.876 5.854 0.790 0.21
H -1.163 3.859 1.940 0.23
H -0.344 6.958 -0.171 0.23
H -4.468 7.918 -0.897 0.26
H -5.184 5.953 0.508 0.24
H -3.465 4.494 1.564 0.23
H 2.690 6.185 0.386 0.22
```

Its LUMO energy is -0.21465 Eh. The net charge is +1. Its energy above the lowest of the compared OMol25 structures with the same formula, charge and spin is 0.0 kJ/mol. The value obtained for the frontier orbital gap is 4.63 eV. As for the total energy: -33734.01239 eV. As for the multiplicity: 1.

=====

(6)
Density functional theory data (wB97M-V/def2-TZVPD) for 3 unconnected molecules or ions with the total composition C33H69N6O4 in a non-equilibrium geometry.

```
112
Properties=species:S:1:pos:R:3:lowdin_spin:R:1
C 3.158 -1.144 3.558 0.00
C 1.978 -1.001 2.588 0.00
O 0.760 -0.701 3.249 0.00
C 1.794 -2.214 1.642 0.00
N 2.352 -1.992 0.306 0.00
C 3.806 -2.166 0.151 0.00
C 4.583 -0.869 -0.071 0.00
C 5.994 -0.826 0.525 0.00
C 6.815 0.064 -0.408 0.00
N 8.099 0.575 0.030 0.00
C 1.611 -1.598 -0.723 0.00
N 2.198 -1.278 -1.900 0.00
C 1.488 -1.730 -3.114 0.00
C 0.077 -1.163 -3.116 0.00
C -0.390 -0.688 -1.743 0.00
C -1.912 -0.729 -1.681 0.00
C -2.633 0.213 -0.704 0.00
C -3.266 -0.429 0.539 0.00
C -2.619 -0.050 1.856 0.00
O -2.620 1.366 2.005 0.00
N 0.259 -1.515 -0.675 0.00
H 3.933 -0.404 3.358 0.00
H 3.621 -2.132 3.522 0.00
H 2.803 -0.973 4.575 0.00
H 2.148 -0.130 1.949 0.00
H 0.466 -1.452 3.792 0.00
H 2.313 -3.089 2.036 0.00
H 0.740 -2.476 1.552 0.00
H 3.970 -2.861 -0.681 0.00
H 4.147 -2.691 1.043 0.00
H 3.992 -0.026 0.302 0.00
H 4.699 -0.701 -1.147 0.00
H 6.427 -1.833 0.557 0.00
H 5.991 -0.447 1.552 0.00
H 6.960 -0.483 -1.346 0.00
H 6.189 0.921 -0.680 0.00
H 8.006 1.350 0.673 0.00
H 8.681 -0.132 0.461 0.00
H 3.190 -1.471 -1.930 0.00
H 2.081 -1.411 -3.969 0.00
H 1.454 -2.823 -3.116 0.00
H -0.602 -1.937 -3.480 0.00
H -0.006 -0.310 -3.791 0.00
H -0.046 0.342 -1.588 0.00
H -2.232 -0.481 -2.696 0.00
H -2.219 -1.768 -1.515 0.00
H -1.964 1.022 -0.392 0.00
H -3.429 0.700 -1.267 0.00
H -4.323 -0.160 0.594 0.00
H -3.235 -1.523 0.454 0.00
H -3.185 -0.495 2.682 0.00
H -1.598 -0.438 1.921 0.00
H -1.781 1.651 2.387 0.00
H -0.069 -1.253 0.250 0.00
C 2.494 2.086 -4.889 0.00
C 3.632 1.801 -3.907 0.03
C 4.732 2.867 -3.990 0.02
C 5.584 2.765 -5.251 0.00
C 6.184 1.369 -5.390 0.02
C 5.131 0.254 -5.379 0.03
N 4.272 0.460 -4.155 0.42
O 4.722 -0.103 -3.099 0.47
C 4.308 0.247 -6.671 0.00
C 5.802 -1.108 -5.242 0.00
C 3.032 1.773 -2.505 0.00
H 2.816 2.198 -5.917 0.00
H 1.747 1.291 -4.850 0.00
H 2.014 3.019 -4.596 0.00
H 5.379 2.763 -3.114 0.00
H 4.254 3.847 -3.922 0.00
H 4.996 3.025 -6.134 0.00
H 6.390 3.498 -5.198 0.00
H 6.756 1.279 -6.317 0.00
H 6.879 1.195 -4.563 0.00
H 3.399 -0.344 -6.552 0.00
H 4.911 -0.212 -7.454 0.00
H 4.035 1.236 -7.022 0.00
H 6.459 -1.150 -4.379 0.00
H 6.390 -1.290 -6.142 0.00
H 5.058 -1.901 -5.150 0.00
H 2.331 0.943 -2.398 0.00
H 2.493 2.709 -2.347 0.00
H 3.798 1.675 -1.740 0.00
C -7.011 2.048 3.283 0.00
C -6.404 0.917 4.117 0.02
C -6.348 -0.393 3.320 0.02
C -7.713 -1.050 3.129 0.00
C -8.403 -1.269 4.473 0.02
C -8.544 0.017 5.297 0.02
N -7.181 0.652 5.376 0.39
O -6.466 0.242 6.352 0.51
C -9.591 0.956 4.691 0.00
C -8.977 -0.310 6.721 0.00
C -5.003 1.354 4.522 0.00
H -7.989 1.825 2.874 0.00
H -7.089 2.957 3.881 0.00
H -6.341 2.249 2.445 0.00
H -5.688 -1.089 3.850 0.00
H -5.883 -0.175 2.353 0.00
H -8.338 -0.444 2.467 0.00
H -7.585 -2.012 2.629 0.00
H -9.401 -1.694 4.334 0.00
H -7.824 -1.989 5.058 0.00
H -9.493 1.961 5.101 0.00
H -10.580 0.578 4.951 0.00
H -9.552 1.018 3.608 0.00
H -8.311 -1.026 7.191 0.00
H -9.984 -0.730 6.684 0.00
H -8.997 0.590 7.335 0.00
H -5.045 2.218 5.186 0.00
H -4.443 1.630 3.627 0.00
H -4.468 0.563 5.043 0.00
```

Its LUMO energy (alpha / beta) is -0.07261 / -0.07901 Eh. The net charge is +1. The value obtained for the frontier orbital gap (alpha / beta) is 7.13 / 8.28 eV. As for the total energy: -52462.91995 eV. As for the multiplicity: 3.

=====

(7)
Density functional theory data (wB97M-V/def2-TZVPD) for a molecular structure, C20H19N6O2ReS in a non-equilibrium geometry.

```
49
Properties=species:S:1:pos:R:3:nbo_charge:R:1
Re -0.284 -0.864 -1.424 1.28
C -0.932 -3.958 -1.942 -0.24
O -1.009 -2.759 -1.074 -0.53
C -1.474 -2.936 0.254 0.26
C -2.305 -3.967 0.614 -0.25
C -2.704 -4.050 1.946 -0.09
C -2.273 -3.119 2.888 -0.18
C -1.427 -2.094 2.514 -0.16
C -1.023 -1.992 1.183 0.09
N -0.125 -1.018 0.687 -0.24
N 0.598 -0.436 1.538 -0.13
C 1.621 0.396 1.135 0.08
C 1.997 0.639 -0.226 0.36
O 1.306 0.145 -1.250 -0.65
C 3.116 1.404 -0.525 -0.25
C 3.873 1.958 0.494 0.02
C 3.533 1.761 1.842 -0.17
C 4.320 2.318 2.868 0.04
C 4.004 2.108 4.219 -0.15
C 2.909 1.338 4.546 -0.14
C 2.113 0.768 3.541 -0.04
C 2.403 0.973 2.175 0.02
H -0.423 -4.739 -1.384 0.24
H -0.352 -3.662 -2.809 0.23
H -1.941 -4.241 -2.223 0.23
H -2.646 -4.703 -0.100 0.26
H -3.361 -4.854 2.247 0.26
H -2.602 -3.201 3.914 0.26
H -1.084 -1.361 3.230 0.25
H 3.387 1.544 -1.563 0.27
H 4.746 2.550 0.245 0.26
H 5.185 2.914 2.603 0.25
H 4.624 2.545 4.990 0.27
H 2.657 1.161 5.583 0.27
H 1.267 0.156 3.820 0.25
C -2.550 3.918 -2.823 -0.69
C -2.304 2.642 -3.529 0.38
N -2.617 2.359 -4.752 -0.17
N -2.204 1.076 -4.954 -0.31
C -1.630 0.549 -3.892 0.26
S -0.923 -1.009 -3.665 0.00
N -1.685 1.524 -2.964 -0.22
N -1.164 1.332 -1.670 -0.59
H -3.073 4.588 -3.501 0.30
H -1.613 4.394 -2.528 0.25
H -3.171 3.770 -1.939 0.25
H -2.351 0.640 -5.857 0.47
H -1.926 1.426 -0.997 0.42
H -0.484 2.069 -1.486 0.42
```

Its LUMO energy (alpha / beta) is -0.38177 / -0.44911 Eh. The net charge is +3. The value obtained for the frontier orbital gap (alpha / beta) is 6.69 / 5.40 eV. As for the total energy: -47019.83513 eV. As for the multiplicity: 4.

=====

(8)
Density functional theory data (wB97M-V/def2-TZVPD) for a single C4H10O2 molecule in a non-equilibrium geometry.

```
16
Properties=species:S:1:pos:R:3:nbo_charge:R:1
C -1.419 -0.763 -1.620 -0.25
O -0.365 -0.739 -0.689 -0.56
C 0.364 0.478 -0.688 -0.06
C 1.341 0.455 0.489 -0.46
C 0.575 0.440 1.821 -0.11
O -0.379 -0.683 1.977 -0.76
H -1.042 -0.643 -2.645 0.17
H -1.910 -1.735 -1.533 0.20
H -2.151 0.032 -1.416 0.17
H -0.330 1.332 -0.595 0.17
H 0.894 0.580 -1.650 0.17
H 1.983 -0.426 0.394 0.22
H 1.989 1.343 0.409 0.22
H 0.962 -0.034 2.718 0.24
H 0.032 1.406 1.923 0.16
H -0.545 -1.041 1.106 0.48
```

As for the SMILES: COCCCO. Its LUMO energy is 0.03529 Eh. Its energy above the lowest of the compared OMol25 structures with the same formula, charge and spin is 197.5 kJ/mol. The value obtained for the frontier orbital gap is 10.54 eV. As for the total energy: -8403.50020 eV. As for the multiplicity: 1.